Formula: C37H40N2OP2Pd
Source: the Open Molecules 2025 dataset
Level of theory: the ωB97M-V functional and the def2-TZVPD basis

```
83
Properties=species:S:1:pos:R:3:lowdin_spin:R:1
Pd 0.47159 -0.58698 -0.86950 0.56
C 0.96022 1.99029 1.09120 0.00
C 0.64857 1.00253 2.22333 0.00
P 0.46503 -0.77829 1.73184 0.01
C 2.19525 -1.38595 1.64708 0.02
C 3.32555 -0.59322 1.79803 0.01
C 4.59905 -1.13969 1.66871 0.00
C 4.75633 -2.48963 1.39727 0.00
C 3.63162 -3.29691 1.25807 0.00
C 2.36458 -2.74688 1.37821 0.01
C 0.03379 -1.44054 3.40853 0.00
C 0.98333 -1.62327 4.41697 0.00
C 0.60707 -2.09979 5.66550 0.00
C -0.72589 -2.39997 5.92603 0.00
C -1.68010 -2.21692 4.93535 0.00
C -1.30103 -1.74389 3.68210 0.00
P 0.06109 1.69419 -0.49133 0.07
C -1.68766 2.07183 -0.11138 0.02
C -2.62850 1.72021 -1.08520 0.01
C -3.98351 1.94992 -0.88583 0.00
C -4.42584 2.50597 0.31008 0.01
C -3.50498 2.83988 1.29276 0.00
C -2.14499 2.63334 1.07871 0.01
C 0.61278 3.16344 -1.44435 0.01
C -0.25644 4.04701 -2.08608 0.01
C 0.23423 5.11282 -2.83284 0.00
C 1.60084 5.31490 -2.95723 0.01
C 2.47600 4.43605 -2.33548 0.00
C 1.98689 3.36953 -1.59318 0.01
H 2.00536 1.88942 0.80100 0.00
H 0.81551 3.02337 1.41738 0.00
H -0.30473 1.24477 2.69338 0.00
H 1.40475 1.07566 3.00664 0.00
H 3.22819 0.46621 2.00975 0.00
H 5.47040 -0.50332 1.77407 0.00
H 5.74853 -2.91246 1.29243 0.00
H 3.74416 -4.35527 1.04932 0.00
H 1.48817 -3.37415 1.24710 0.00
H 2.02666 -1.40305 4.21981 0.00
H 1.35541 -2.23999 6.43804 0.00
H -1.01632 -2.78044 6.89852 0.00
H -2.72227 -2.44569 5.12956 0.00
H -2.06286 -1.60175 2.92178 0.00
H -2.28554 1.25377 -2.00382 0.00
H -4.69613 1.67960 -1.65761 0.00
H -5.48413 2.67547 0.47505 0.00
H -3.84303 3.27091 2.22788 0.00
H -1.44127 2.91490 1.85357 0.00
H -1.32751 3.92104 -1.99733 0.00
H -0.46060 5.78952 -3.31726 0.00
H 1.98118 6.14964 -3.53341 0.00
H 3.54646 4.57490 -2.43245 0.00
H 2.68864 2.67804 -1.14196 0.00
C 1.86680 -2.49134 -2.53825 0.06
C 2.62142 -1.16594 -2.76026 0.12
C 2.03390 -0.46158 -3.99528 0.05
C 4.10079 -1.45660 -3.03594 0.02
C 2.40885 -0.28741 -1.53587 0.83
H 1.58249 -2.96963 -3.48187 0.00
H 0.95949 -2.29753 -1.92140 0.03
H 2.46665 -3.19111 -1.95126 0.00
H 2.16466 -1.07678 -4.89651 0.01
H 2.52859 0.50022 -4.15931 0.00
H 0.97247 -0.26625 -3.85026 0.00
H 4.22855 -2.14276 -3.88549 0.00
H 4.56680 -1.90924 -2.15457 0.00
H 4.63385 -0.52823 -3.26602 0.00
H 3.14303 0.50603 -1.38099 0.06
N -6.20824 -1.08511 0.49897 0.00
C -4.87896 -1.20129 0.74747 0.00
O -4.43406 -1.16167 1.87570 0.00
C -3.97057 -1.38488 -0.44197 0.00
C -4.38452 -1.59703 -1.73960 0.01
C -3.42911 -1.74052 -2.73509 0.00
C -2.09271 -1.66087 -2.39302 0.01
N -1.68002 -1.44621 -1.14682 0.01
C -2.60695 -1.31738 -0.20076 0.01
H -6.81506 -0.94247 1.28713 0.00
H -6.59434 -1.04188 -0.42355 0.00
H -5.43436 -1.66236 -2.00135 0.00
H -3.71331 -1.91455 -3.76464 0.00
H -1.31753 -1.77480 -3.14011 0.00
H -2.25250 -1.13189 0.80218 0.00
```

## Properties
Multiplicity = 3
Highest occupied orbital energy (alpha / beta) = -5.4 / -6.9 eV
<S²> = 2.0097
Orbital gap (alpha / beta) = 5.5 / 6.9 eV
Total energy = -2429.19985 a.u.
Relative energy (zero: lowest compared OMol25 entry of this formula, charge and spin) = 0.135 eV

***

Formula: C37H40O2P2Pd
Source: the Open Molecules 2025 dataset
Level of theory: the ωB97M-V functional and the def2-TZVPD basis

```
82
Properties=species:S:1:pos:R:3:lowdin_spin:R:1
Pd 1.07808 1.23843 2.15535 0.00
C 5.89268 2.38323 -1.19667 0.00
C 4.57461 2.16518 -1.33186 0.00
C 4.04389 1.06457 -2.15750 0.00
C 3.81469 -0.32375 -1.44434 0.00
C 4.85764 -0.74110 -0.46858 0.00
C 6.17650 -0.50814 -0.60312 0.00
C 6.81280 0.02099 -1.85791 0.00
C 6.94303 1.57233 -1.93926 0.00
C 1.56547 1.38670 4.16608 0.00
H 6.24171 3.18555 -0.53185 0.00
H 3.84925 2.83807 -0.84079 0.00
H 4.70023 0.91176 -3.02555 0.00
H 3.04737 1.31286 -2.55491 0.00
H 2.86366 -0.30083 -0.88519 0.00
H 3.66957 -1.04269 -2.28252 0.00
H 4.52907 -1.30386 0.40925 0.00
H 6.88594 -0.73051 0.20895 0.00
H 6.35230 -0.37954 -2.77815 0.00
H 7.85228 -0.33927 -1.82073 0.00
H 7.94822 1.85481 -1.55876 0.00
H 6.90827 1.78202 -3.02896 0.00
H 0.76587 1.92440 4.70099 0.00
H 2.53190 1.84866 4.35697 0.00
H 1.59345 0.32031 4.41687 0.00
P -2.90104 0.58093 -0.65306 0.39
P -2.75588 -1.58169 0.47891 0.37
C -2.97972 -0.69180 -1.93797 0.25
C -2.94503 -1.89073 -1.29342 0.27
C -4.48577 1.43327 -0.92561 0.07
C -5.07222 1.50922 -2.20289 0.02
C -6.25996 2.21438 -2.39270 0.01
C -6.89179 2.83472 -1.31438 0.00
C -6.34860 2.71034 -0.02672 0.00
C -5.15750 2.00907 0.17230 0.01
C -1.49357 1.66531 -0.95808 0.07
C -0.21637 1.32365 -0.45903 0.05
C 0.85940 2.15669 -0.68165 0.00
C 0.69871 3.33693 -1.42308 0.07
C -0.56524 3.67846 -1.92355 0.00
C -1.65886 2.84846 -1.68663 0.07
C -4.21086 -2.58511 1.06118 0.06
C -5.52489 -2.15742 0.78183 0.03
C -6.61357 -3.00890 0.99747 0.00
C -6.40634 -4.28431 1.52507 0.03
C -5.11703 -4.70475 1.85344 0.00
C -4.03017 -3.85187 1.63102 0.04
C -1.27468 -2.57403 0.85773 0.07
C -0.85668 -2.69411 2.19226 0.02
C 0.08432 -3.65446 2.54407 0.00
C 0.64647 -4.47442 1.55927 0.01
C 0.32396 -4.27494 0.21305 0.00
C -0.60093 -3.29752 -0.13594 0.03
H -3.07169 -0.46537 -3.00984 0.02
H -3.02215 -2.91172 -1.69103 0.01
H -4.61396 1.00632 -3.05454 0.00
H -6.66586 2.26034 -3.40426 0.00
H -7.80706 3.40572 -1.47706 0.00
H -6.85443 3.16547 0.82566 0.00
H -4.73399 1.89610 1.17204 0.00
H -0.10946 0.38646 0.09836 0.00
H 1.84818 1.93519 -0.26256 0.00
H 1.55794 3.97628 -1.58869 0.00
H -0.68895 4.59655 -2.50079 0.00
H -2.64863 3.11739 -2.07042 0.00
H -5.68816 -1.16547 0.36477 0.00
H -7.62461 -2.68052 0.74671 0.00
H -7.25439 -4.94736 1.67989 0.00
H -4.94875 -5.69840 2.27361 0.00
H -3.03168 -4.19612 1.88162 0.00
H -1.28670 -2.04219 2.94477 0.00
H 0.38390 -3.78112 3.58378 0.00
H 1.35003 -5.25674 1.83363 0.00
H 0.78059 -4.87334 -0.57524 0.00
H -0.82310 -3.12316 -1.18486 0.00
C 5.00763 2.31879 2.22725 0.00
O 3.57301 2.27062 2.10602 0.00
C 3.01745 1.05188 2.20717 0.00
O 3.57535 -0.02223 2.19825 0.00
H 5.28417 3.20695 1.67657 0.00
H 5.46231 1.44691 1.76613 0.00
H 5.28840 2.40724 3.27236 0.00
```

## Properties
Multiplicity = 3
Highest occupied orbital energy (alpha / beta) = -4.1 / -8.0 eV
<S²> = 2.0181
Orbital gap (alpha / beta) = 4.2 / 7.1 eV
Total energy = -2394.66993 a.u.
Relative energy (zero: lowest compared OMol25 entry of this formula, charge and spin) = 0.000 eV

***

Q: Which of these has the highest relative energy (zero: lowest compared OMol25 entry of this formula, charge and spin)?
A: C37H40N2OP2Pd